Entry 1:
The following is a quantum chemistry calculation of a structure of composition C24H59B2HgN5O13Pb at a distorted geometry, from OMol25.

Cartesian coordinates (Å):
Hg -0.700 -1.950 -1.560
Pb 0.106 2.929 0.564
O 2.212 1.510 1.167
C 3.046 0.807 1.681
O 4.254 0.648 1.214
B 4.939 -0.314 2.113
O 3.987 -0.630 3.185
C 2.861 0.004 2.987
O 1.918 -0.002 3.734
O 6.178 0.166 2.754
C 7.194 -0.618 2.390
O 8.327 -0.545 2.737
C 6.618 -1.761 1.504
O 5.338 -1.474 1.291
O 7.238 -2.674 1.065
B -0.449 0.512 -0.752
H 0.173 0.495 0.220
H -1.420 -0.104 -0.598
H -0.768 1.601 -0.942
H 0.159 0.110 -1.650
C -3.141 0.477 -4.652
C -2.826 -0.345 -3.411
C -3.900 -1.415 -3.229
O -3.519 -2.247 -2.129
C -4.454 -3.244 -1.830
N -1.439 -0.958 -3.619
H -2.373 1.240 -4.816
H -4.100 0.996 -4.622
H -3.097 -0.084 -5.590
H -2.750 0.300 -2.537
H -3.938 -2.038 -4.127
H -4.860 -0.990 -2.937
H -4.113 -3.911 -1.036
H -4.805 -3.880 -2.649
H -5.401 -2.901 -1.392
H -0.960 -0.121 -3.947
H -1.599 -1.524 -4.453
C -0.495 -2.670 3.068
C -0.231 -2.220 1.643
C 1.053 -2.798 1.027
O 1.255 -2.170 -0.218
C 2.640 -1.959 -0.459
N -1.402 -2.408 0.781
H -0.752 -3.725 3.207
H -1.343 -2.142 3.512
H 0.376 -2.485 3.702
H 0.002 -1.152 1.709
H 0.969 -3.895 0.979
H 1.864 -2.644 1.742
H 3.148 -2.933 -0.543
H 3.144 -1.466 0.365
H 2.940 -1.543 -1.418
H -2.238 -1.979 1.172
H -1.604 -3.399 0.944
C -0.776 1.511 4.914
C -0.553 2.454 3.740
C 0.640 3.380 4.000
O 1.091 3.981 2.771
C 2.223 4.803 3.072
N -0.343 1.696 2.489
H -1.638 0.863 4.735
H -0.990 1.994 5.869
H 0.087 0.860 5.046
H -1.382 3.134 3.560
H 1.494 2.859 4.438
H 0.334 4.206 4.648
H 2.529 5.282 2.139
H 3.069 4.253 3.478
H 1.968 5.675 3.680
H 0.260 0.884 2.620
H -1.261 1.305 2.278
C -1.003 6.567 0.555
C -2.033 5.472 0.817
C -2.587 4.864 -0.463
O -1.604 3.972 -1.000
C -1.860 3.525 -2.321
N -1.588 4.479 1.839
H -1.529 7.435 0.153
H -0.234 6.348 -0.192
H -0.462 6.941 1.425
H -2.895 5.993 1.248
H -2.744 5.632 -1.222
H -3.502 4.294 -0.271
H -0.930 3.443 -2.883
H -2.367 4.326 -2.875
H -2.507 2.652 -2.374
H -1.371 4.961 2.708
H -2.479 4.044 2.096
C 0.302 -6.213 -2.398
C 0.386 -4.744 -2.045
C 1.214 -3.938 -3.071
O 0.944 -2.535 -3.043
C 1.806 -1.760 -3.895
N -1.027 -4.222 -1.866
H -0.418 -6.398 -3.198
H -0.029 -6.870 -1.589
H 1.286 -6.612 -2.651
H 0.910 -4.601 -1.099
H 0.920 -4.304 -4.064
H 2.288 -4.103 -2.974
H 1.689 -2.195 -4.889
H 2.840 -1.895 -3.574
H 1.548 -0.709 -3.821
H -1.532 -4.590 -2.678
H -1.442 -4.877 -1.199

Summary:
Net charge = +2
Spin multiplicity = 1
LUMO energy = -4.89 eV
HOMO energy = -12.570 eV
ΔE to the lowest compared entry with this formula, charge and spin = 0.0 kcal per mole
Strongest force on any atom = 0.0487 hartree/bohr
Orbital gap = 0.28238 Ha



Entry 2:
The following is a quantum chemistry calculation of a structure of composition C24H59B3Cl2N3O6P at a distorted geometry, from OMol25.

Cartesian coordinates (Å):
C -0.935 1.073 3.601
C -1.282 -0.387 3.856
Cl 0.285 -1.271 4.125
C -1.983 -1.073 2.706
B -3.339 -0.375 2.333
O -3.410 0.403 1.197
B -4.396 1.371 1.180
C -4.346 2.661 0.310
C -3.298 2.651 -0.819
C -2.139 3.592 -0.533
Cl -1.611 4.468 -2.012
O -5.512 1.168 1.996
B -5.151 0.657 3.191
P -5.603 1.606 4.811
O -6.830 2.340 4.718
O -4.327 2.531 5.141
O -5.678 0.537 6.010
O -4.423 -0.512 3.193
H -1.664 1.572 2.966
H 0.028 1.142 3.118
H -0.915 1.610 4.538
H -1.804 -0.499 4.794
H -1.314 -1.143 1.859
H -2.235 -2.077 3.037
H -4.219 3.495 0.993
H -5.334 2.757 -0.122
H -2.941 1.656 -1.052
H -3.785 3.019 -1.710
H -2.427 4.359 0.160
H -1.267 3.053 -0.195
H -3.787 2.091 5.822
H -4.864 -0.004 6.022
C 0.523 7.566 -0.106
C 0.979 8.908 -0.656
N 1.278 8.862 -2.073
C 1.989 10.033 -2.553
C 1.276 11.389 -2.492
C 0.208 8.373 -2.925
C -1.142 9.099 -2.877
H 1.244 6.783 -0.345
H 0.431 7.622 0.980
H -0.450 7.271 -0.501
H 1.891 9.202 -0.129
H 0.220 9.668 -0.409
H 2.309 9.846 -3.582
H 2.916 10.111 -1.975
H 0.501 11.477 -3.253
H 1.995 12.189 -2.678
H 0.827 11.575 -1.516
H 0.033 7.322 -2.676
H 0.570 8.355 -3.955
H -1.471 9.292 -1.855
H -1.906 8.480 -3.352
H -1.120 10.047 -3.414
C -0.219 -5.811 -0.362
C 0.434 -5.430 0.959
N -0.465 -5.515 2.092
C 0.052 -4.868 3.287
C 1.320 -5.443 3.928
C -1.108 -6.801 2.290
C -0.213 -8.036 2.463
H -1.126 -5.230 -0.533
H 0.472 -5.609 -1.182
H -0.474 -6.871 -0.404
H 0.773 -4.394 0.872
H 1.338 -6.044 1.097
H -0.741 -4.837 4.039
H 0.247 -3.823 3.035
H 1.126 -6.379 4.452
H 1.705 -4.738 4.668
H 2.112 -5.611 3.197
H -1.770 -6.982 1.439
H -1.778 -6.721 3.150
H 0.586 -8.073 1.721
H -0.812 -8.941 2.341
H 0.237 -8.083 3.453
C 3.152 -3.956 -1.501
C 3.276 -4.001 -3.016
N 4.520 -4.592 -3.466
C 4.787 -4.374 -4.877
C 3.829 -4.997 -5.899
C 4.799 -5.926 -2.964
C 3.768 -7.029 -3.237
H 4.014 -3.462 -1.052
H 2.259 -3.396 -1.220
H 3.058 -4.954 -1.069
H 3.234 -2.975 -3.391
H 2.392 -4.517 -3.427
H 5.804 -4.711 -5.092
H 4.803 -3.292 -5.041
H 3.964 -6.075 -5.981
H 4.025 -4.576 -6.887
H 2.784 -4.795 -5.662
H 4.938 -5.856 -1.882
H 5.772 -6.240 -3.348
H 2.749 -6.703 -3.025
H 3.974 -7.888 -2.594
H 3.807 -7.385 -4.265

Summary:
Spin multiplicity = 1
LUMO energy = -0.23 eV
HOMO energy = -8.032 eV
Strongest force on any atom = 0.0386 hartree/bohr
Orbital gap = 0.28675 Ha